This record from the OMol25 dataset describes a molecular structure, C33H49F2GaI3N14O2 at a distorted geometry. The level of theory is wB97M-V/def2-TZVPD.

The geometry in XYZ format:
```
104
Properties=species:S:1:pos:R:3:lowdin_charge:R:1
C 4.4383 -2.7048 -0.1692 -0.11
C 3.1920 -1.7953 0.0248 -0.30
C 3.0263 -0.7502 -1.0833 -0.23
C 1.5952 -0.1946 -1.2752 -0.35
N 0.7285 -1.2485 -1.8288 -0.12
Ga -0.5421 -2.0026 -0.6066 0.06
I -0.0044 -1.4429 1.9201 0.50
C -2.3889 -1.3420 -1.1923 -0.75
I -2.5665 -0.7290 -3.2685 0.71
C -3.4812 -1.2749 -0.4351 -0.90
C -3.4565 -1.7230 1.0179 -0.22
I -5.3812 -0.5926 -1.1533 0.79
N -0.3301 -3.9680 -0.7356 0.08
C -0.5937 -4.6202 0.4446 -0.68
O -1.6215 -4.8860 0.9226 0.14
F 0.5030 -5.0280 1.0704 0.12
C -1.0252 -4.5392 -1.8093 -0.60
O -0.5115 -5.2918 -2.5132 0.19
F -2.2959 -4.2622 -2.0324 0.13
H 4.8145 -2.9993 0.8172 0.06
H 5.2014 -2.1965 -0.7637 0.06
H 4.1010 -3.6307 -0.6456 0.07
H 2.3226 -2.4581 0.0663 0.04
H 3.2289 -1.2903 0.9983 0.08
H 3.7472 0.0745 -0.9794 0.10
H 3.2794 -1.2562 -2.0274 0.10
H 1.6871 0.5789 -2.0549 0.10
H 1.1886 0.3147 -0.3955 0.04
H 0.2801 -0.9572 -2.6856 -0.04
H -3.1441 -0.8617 1.6233 0.05
H -2.7695 -2.5417 1.2229 0.01
H -4.4849 -1.9342 1.3268 0.04
C 0.9751 2.3535 2.6889 -0.08
C 1.6115 2.6038 1.3915 -0.27
N 2.1093 2.7977 0.3890 0.15
H 0.4399 3.2443 3.0132 0.08
H 0.2730 1.5225 2.6136 0.01
H 1.7306 2.1048 3.4267 0.04
C -10.0034 -1.9731 -1.4465 -0.06
C -9.0757 -0.8589 -1.6648 -0.30
N -8.3496 -0.0037 -1.8340 0.07
H -10.2359 -2.0562 -0.3866 0.08
H -10.9233 -1.8015 -2.0022 0.08
H -9.5483 -2.9017 -1.7856 0.08
C 0.7970 5.4738 -1.7661 -0.07
C -0.3269 5.0027 -0.9519 -0.30
N -1.1978 4.6455 -0.3163 0.13
H 1.0388 6.5030 -1.5022 0.05
H 1.6692 4.8450 -1.5910 0.06
H 0.5343 5.4306 -2.8220 0.08
C -1.1208 9.0376 -1.9300 -0.06
C -0.8596 8.8176 -3.3636 -0.28
N -0.6617 8.6547 -4.4696 0.13
H -1.8756 9.8127 -1.8102 0.08
H -1.4807 8.1184 -1.4697 0.08
H -0.2052 9.3486 -1.4315 0.04
C 3.8905 0.9458 6.0272 -0.06
C 2.4652 1.2744 5.9128 -0.28
N 1.3610 1.5222 5.8241 0.15
H 4.3480 1.5548 6.8046 0.08
H 4.0061 -0.1057 6.2821 0.08
H 4.3906 1.1400 5.0800 0.08
C 2.2201 11.4579 -0.1100 -0.06
C 2.3808 10.0637 -0.5385 -0.27
N 2.5217 8.9862 -0.8636 0.15
H 1.6509 12.0097 -0.8560 0.08
H 1.6911 11.4923 0.8406 0.08
H 3.1975 11.9213 0.0083 0.08
C 5.3349 8.6641 -3.2797 -0.07
C 6.0522 7.4204 -3.5825 -0.27
N 6.6128 6.4615 -3.8165 0.14
H 6.0208 9.3852 -2.8388 0.08
H 4.9190 9.0810 -4.1950 0.08
H 4.5262 8.4634 -2.5781 0.05
C -3.7908 -6.0251 3.0967 -0.05
C -5.2315 -5.7595 3.0174 -0.27
N -6.3493 -5.5633 2.9564 0.12
H -3.3325 -5.3715 3.8379 0.08
H -3.6228 -7.0629 3.3825 0.07
H -3.3265 -5.8437 2.1293 0.06
C -1.3813 -7.4264 -4.7090 -0.07
C -1.2680 -7.6942 -6.1489 -0.29
N -1.1807 -7.9012 -7.2625 0.11
H -2.0893 -6.6193 -4.5361 0.08
H -1.7283 -8.3215 -4.1956 0.08
H -0.4139 -7.1370 -4.3067 0.07
C 10.0115 5.9624 -4.4708 -0.08
C 10.9455 4.9012 -4.8672 -0.29
N 11.6702 4.0825 -5.1737 0.12
H 10.2652 6.8866 -4.9870 0.08
H 8.9928 5.6789 -4.7282 0.05
H 10.0725 6.1255 -3.3968 0.08
C -1.2841 -7.7638 5.5829 -0.07
C -1.2162 -6.3223 5.8765 -0.29
N -1.1593 -5.2128 6.1095 0.14
H -1.5523 -7.9194 4.5398 0.07
H -0.3166 -8.2237 5.7732 0.08
H -2.0334 -8.2352 6.2160 0.08
C -7.3710 -8.6671 4.6864 -0.07
C -6.4290 -9.7283 4.3122 -0.29
N -5.6975 -10.5474 4.0225 0.12
H -7.1615 -7.7658 4.1115 0.04
H -8.3909 -8.9887 4.4845 0.08
H -7.2717 -8.4438 5.7470 0.08
```

Lowest unoccupied orbital energy = 1.1 eV
Energy = -5221.55337 a.u.
HOMO-LUMO gap = 0.2376 hartree
Total charge = -1
HOMO = -0.197 hartree
2S+1 = 1